Record 1
Molecular formula: CH13NO4
Method: DFT, wB97M-V/def2-TZVPD

Each line ends with the Mulliken spin population.
Element x y z (Å)
O: 2.034 -0.313 0.492  0.0159
H: -1.434 1.391 3.518  -0.0022
H: 0.341 0.309 1.410  0.0000
O: 2.297 -0.151 -2.134  0.0010
N: -0.588 0.403 1.886  0.7750
H: 0.297 1.828 3.262  0.0812
H: -1.826 0.066 0.319  -0.0146
H: -0.898 2.384 2.166  0.0644
H: 1.547 -0.500 -2.658  0.0001
H: -0.576 -0.678 -3.098  -0.0001
H: -0.681 -0.542 2.280  -0.0041
O: -2.150 -0.357 -0.509  0.0459
O: -0.184 -1.557 -3.183  0.0002
H: -2.905 0.206 -0.775  -0.0035
C: -0.637 1.499 2.790  0.0413
H: 2.009 -0.034 -0.462  -0.0003
H: -0.771 -2.089 -3.740  0.0000
H: 2.828 -0.966 -2.186  -0.0001
H: 1.298 -0.897 0.622  0.0000

Its energy above the lowest of the compared OMol25 structures with the same formula, charge and spin is 8.3 kcal/mol. The spin multiplicity is 2. As for the charge: +1. The HOMO energy (alpha / beta) is -14.7 / -14.7 eV. The value obtained for the LUMO energy (alpha / beta) is -3.58 / -9.50 eV. As for the expectation value of S²: 0.754. As for the frontier orbital gap (alpha / beta): 11.1377 / 5.2123 eV.

Record 2
Molecular formula: C24H27Cl2CoO2PSb
Method: DFT, wB97M-V/def2-TZVPD

Each line ends with the Mulliken spin population.
Element x y z (Å)
C: 3.653 -2.155 1.783  0.0622
H: -4.017 -3.790 2.243  0.0001
Cl: 2.387 -2.157 -2.150  0.0023
H: -0.191 -4.393 -3.404  -0.0001
C: -2.708 -0.900 0.978  0.0014
Sb: 0.103 0.355 0.530  0.0868
H: -1.588 -4.271 2.541  0.0008
H: 1.416 -4.926 -2.755  0.0001
H: -1.981 0.629 3.044  0.0043
C: 2.287 0.016 2.881  0.0814
H: -2.357 1.228 -4.411  -0.0039
C: 1.778 -0.608 1.742  0.3142
C: -2.260 1.891 -1.325  0.0219
C: -3.270 -3.048 1.954  -0.0004
Co: -0.544 1.840 -1.361  2.4222
C: 2.384 -1.788 1.306  0.1394
C: -0.949 -2.372 1.740  0.0135
C: -0.979 3.737 4.039  0.0053
H: 5.235 -1.692 3.184  -0.0039
O: -0.184 -2.339 -2.046  -0.0011
C: 4.235 -1.437 2.829  0.2260
H: 1.754 0.835 3.361  0.0039
P: -0.184 1.558 -3.381  0.0677
H: -0.454 -0.733 -4.146  0.0026
H: -3.053 0.028 0.520  0.0028
H: -1.226 2.100 -5.500  0.0005
H: -2.585 2.421 4.650  0.0006
C: 1.181 2.643 -3.936  0.0241
H: 3.938 0.137 4.277  0.0049
H: 1.252 3.075 1.552  0.0052
C: -1.912 -3.317 2.125  0.0066
C: 0.311 0.040 -4.274  0.0213
H: 1.902 -2.432 0.573  0.0015
H: 0.417 0.304 -5.338  0.0048
C: 0.840 -2.868 -2.458  -0.0030
C: -3.671 -1.835 1.386  0.0075
H: 1.020 3.649 -3.533  0.0003
C: -1.729 2.555 3.980  -0.0017
C: 0.858 -4.127 -3.268  -0.0001
H: 1.215 2.639 -5.032  0.0055
Cl: 0.049 3.919 -1.040  0.2647
C: -1.397 1.548 3.056  -0.0017
C: 3.523 -0.389 3.417  0.1123
H: 4.184 -2.986 1.320  0.0043
C: -1.595 2.017 -4.467  0.0176
C: 0.421 2.905 2.238  -0.0039
O: -3.427 1.927 -1.224  0.0227
H: 2.112 2.235 -3.526  -0.0033
H: -4.724 -1.610 1.235  0.0005
C: -1.354 -1.170 1.155  0.0326
H: 0.101 -2.587 1.901  0.0003
C: 0.118 3.901 3.178  0.0051
H: 1.299 -3.939 -4.245  0.0001
H: 0.726 4.809 3.224  0.0004
H: -2.028 2.971 -4.141  0.0023
C: -0.349 1.742 2.152  0.0193
H: 1.268 -0.315 -3.877  -0.0009
H: -1.251 4.531 4.740  0.0002

The spin multiplicity is 5. As for the charge: +2. The HOMO energy (alpha / beta) is -14.5 / -14.5 eV. The value obtained for the LUMO energy (alpha / beta) is -6.75 / -10.40 eV. As for the expectation value of S²: 6.044. As for the frontier orbital gap (alpha / beta): 7.7266 / 4.0617 eV.

Record 3
Molecular formula: C5H13AgF6MnN5O11S2
Method: DFT, wB97M-V/def2-TZVPD

Each line ends with the Mulliken spin population.
Element x y z (Å)
F: 2.179 -0.975 0.801  0.0030
H: 2.981 -2.394 -2.594  0.0000
O: -0.795 -0.420 -2.228  0.0009
O: 1.508 -0.374 4.443  0.1134
Mn: -3.517 -0.192 0.969  4.9258
F: 3.434 1.509 4.839  0.0044
O: 0.940 3.829 3.196  -0.0020
H: -3.775 -2.921 -2.606  -0.0002
S: 1.253 -0.093 3.068  -0.0435
F: 3.788 3.239 3.676  0.0033
H: -2.768 -1.748 3.050  0.0070
F: 2.711 -2.201 2.542  0.0038
N: -3.197 -0.060 -3.895  0.0005
H: -4.912 1.208 -0.580  0.0058
H: -3.619 0.635 -4.486  0.0000
N: 1.857 -0.311 -3.474  0.0001
H: 4.427 -1.649 -2.023  0.0000
N: 1.362 1.420 2.544  0.7129
O: -2.439 -1.034 2.480  0.0071
C: 2.572 -1.006 2.055  0.0083
H: -2.262 0.004 -3.519  0.0003
O: 0.361 2.222 4.918  -0.0070
C: -0.790 -0.173 -0.890  0.0130
N: 3.569 -1.584 -2.537  0.0002
H: -1.461 -1.095 2.522  -0.0058
O: -1.775 -0.567 -0.196  0.0207
F: 3.689 -0.317 2.194  -0.0009
H: 1.243 -1.095 -3.569  0.0000
S: 1.226 2.601 3.863  -0.0017
Ag: 1.028 2.386 0.471  0.0470
C: 2.975 2.738 4.584  0.0159
F: 2.879 3.406 5.689  0.0097
H: 0.048 0.077 -2.387  0.0008
O: -4.829 -1.646 -4.394  0.0002
H: -2.576 -1.682 -2.190  0.0025
O: 3.806 0.659 -2.816  0.0001
N: -3.382 -2.001 -2.687  -0.0002
C: 3.137 -0.356 -2.970  0.0001
H: -4.399 0.278 -1.712  -0.0012
O: -4.430 0.376 -0.734  0.0160
O: -0.043 -0.596 2.633  0.1338
C: -3.904 -1.241 -3.726  -0.0007
H: 1.755 0.615 -3.866  0.0000
O: 0.150 0.529 -0.454  0.0064

The spin multiplicity is 7. As for the charge: +2. The HOMO energy (alpha / beta) is -14.7 / -14.7 eV. The value obtained for the LUMO energy (alpha / beta) is -7.70 / -11.59 eV. As for the expectation value of S²: 12.012. As for the frontier orbital gap (alpha / beta): 7.0139 / 3.1255 eV.

Record 4
Molecular formula: C17H20N2O3
Method: DFT, wB97M-V/def2-TZVPD

Each line ends with the Löwdin charge.
Element x y z (Å)
H: -7.035 -3.230 0.684  0.0921
C: 5.755 -0.632 0.075  -0.3105
C: -2.995 0.155 0.886  -0.0261
O: 4.994 -1.392 -0.752  0.0875
H: -1.623 1.316 -2.437  0.0741
H: -5.976 0.412 -1.513  0.1167
C: 2.449 0.704 0.871  -0.4262
C: 2.687 -1.765 -1.388  -0.0075
N: 0.263 1.423 0.302  0.1075
H: 0.120 1.603 -2.529  0.0852
H: 7.643 -0.673 -0.904  0.0837
H: -3.913 -1.613 1.632  0.1023
H: -2.195 3.061 -0.685  0.1192
N: 1.421 0.817 -0.035  0.0550
C: -3.991 -0.804 0.923  -0.0144
C: -1.931 2.227 -0.031  -0.1071
H: -2.155 0.080 1.562  0.1202
C: -5.073 -0.713 0.054  -0.2786
C: 3.707 -1.016 -0.602  -0.2586
H: 5.255 0.949 1.499  0.1230
H: 3.069 -2.760 -1.605  0.0878
C: -6.121 -2.677 0.898  -0.0937
C: 3.623 -0.007 0.326  -0.0907
C: -5.132 0.351 -0.845  -0.0022
O: -6.111 -1.596 -0.002  -0.0874
C: 4.962 0.227 0.766  0.0420
H: 7.688 -0.182 0.799  0.0846
H: -4.200 2.121 -1.572  0.1123
H: 7.450 -1.883 0.362  0.0842
H: -5.258 -3.334 0.749  0.0945
C: -3.050 1.218 -0.003  -0.2459
H: -1.737 2.605 0.974  0.1231
H: -0.497 0.025 -2.019  0.0833
C: -4.131 1.300 -0.872  -0.0425
H: 1.568 0.489 -0.986  0.1169
H: 2.479 -1.274 -2.341  0.0847
H: 1.761 -1.855 -0.825  0.0846
H: -6.141 -2.335 1.938  0.0955
C: 7.224 -0.855 0.085  -0.0099
O: 2.402 1.147 1.994  0.0926
C: -0.678 1.568 -0.533  -0.3358
C: -0.669 1.101 -1.967  -0.0157

Its energy above the lowest of the compared OMol25 structures with the same formula, charge and spin is 67.8 kcal/mol. The HOMO energy is -8.4 eV. The value obtained for the LUMO energy is 0.63 eV. Its SMILES is COc1ccc(C/C(C)=N/NC(=O)c2cc(C)oc2C)cc1. As for the frontier orbital gap: 8.9841 eV.

Record 5
Molecular formula: C20H42N5O10
Method: DFT, wB97M-V/def2-TZVPD

Each line ends with the Löwdin charge.
Element x y z (Å)
C: -24.191 -16.659 15.003  -0.0445
H: -25.358 -21.153 11.355  0.0755
H: -23.775 -21.471 11.966  0.0802
O: -19.585 -10.579 18.061  0.1460
H: -22.619 -14.889 18.213  0.0647
H: -24.051 -21.496 10.202  0.0840
C: -18.134 -17.857 9.262  0.0025
C: -18.167 -20.407 12.867  -0.0477
O: -21.856 -19.945 11.777  0.0420
C: -18.066 -12.965 16.197  -0.1114
H: -22.672 -17.046 11.652  0.0711
H: -19.381 -12.334 14.611  0.1292
H: -18.739 -14.028 10.394  0.0801
C: -19.451 -12.897 15.544  -0.1010
H: -18.798 -18.360 8.558  0.0778
N: -17.308 -20.516 11.681  -0.0012
N: -25.021 -15.494 15.207  0.0063
C: -22.360 -17.753 10.884  0.0097
O: -18.018 -11.761 16.960  0.0564
H: -18.495 -19.375 12.976  0.0648
C: -18.446 -16.765 14.385  -0.7472
H: -26.806 -13.717 16.707  0.0828
C: -25.860 -13.446 16.243  0.0063
H: -17.107 -17.845 8.905  0.0771
H: -20.207 -15.602 13.875  0.0496
H: -21.306 -17.689 10.631  0.0732
H: -26.055 -13.179 15.199  0.0717
H: -21.408 -16.888 17.353  0.0834
H: -22.924 -17.475 9.990  0.0764
C: -16.097 -19.935 11.633  -0.5880
C: -22.526 -14.243 20.588  -0.0070
H: -17.317 -12.958 15.410  0.1325
C: -15.253 -20.122 10.388  -0.0169
H: -14.313 -20.604 10.643  0.0758
C: -20.903 -15.948 17.594  -0.0599
C: -22.677 -19.184 11.298  -0.5495
H: -18.123 -18.476 10.165  0.0564
H: -15.718 -20.728 9.605  0.0665
H: -24.074 -16.852 13.938  0.0743
H: -17.699 -20.776 13.773  0.0864
H: -21.942 -13.450 21.055  0.0819
H: -15.054 -19.119 10.011  0.0748
H: -20.547 -16.906 14.980  0.0405
H: -20.110 -14.688 11.482  0.0725
H: -23.335 -13.880 19.959  0.0643
N: -23.941 -19.597 11.024  -0.0089
H: -25.706 -15.203 14.532  0.1259
C: -24.300 -21.000 11.142  -0.0793
H: -18.011 -13.872 16.797  0.1270
C: -19.066 -14.702 11.178  -0.0526
H: -24.524 -18.991 10.475  0.1219
H: -25.384 -12.573 16.674  0.0850
C: -19.952 -16.641 14.105  -0.0396
H: -20.711 -15.404 16.674  0.0464
N: -18.700 -16.070 10.794  0.0276
O: -17.676 -17.054 13.436  -0.0825
O: -24.147 -14.830 17.172  0.0350
H: -20.296 -17.256 13.269  0.0506
O: -20.686 -15.743 20.514  0.0184
C: -21.529 -15.134 19.869  -0.5611
O: -15.591 -19.399 12.603  0.0525
H: -18.372 -16.655 11.556  0.0895
H: -19.918 -13.870 15.451  0.0952
C: -18.731 -16.486 9.534  -0.5804
H: -17.733 -20.799 10.817  0.1150
O: -20.158 -12.058 16.466  0.0535
H: -23.193 -16.479 15.401  0.0751
C: -19.297 -11.408 17.259  -0.5851
H: -24.628 -17.531 15.490  0.0899
O: -19.148 -15.796 8.596  -0.0129
N: -21.700 -15.179 18.527  0.0102
H: -19.953 -16.166 18.079  0.0921
H: -18.463 -14.494 12.064  0.0799
H: -22.936 -14.840 21.404  0.0767
O: -18.061 -16.353 15.509  -0.0738
C: -24.925 -14.651 16.252  -0.5278
H: -19.008 -21.059 12.626  0.0745

Its energy above the lowest of the compared OMol25 structures with the same formula, charge and spin is 0.0 kcal/mol. As for the charge: -1. The HOMO energy is -5.1 eV. The value obtained for the LUMO energy is 1.87 eV. As for the frontier orbital gap: 6.9659 eV.

no.,largest force on an atom (eV/A)
1,4.1
2,9.8
3,4.2
4,1.0
5,2.0